No. 1
{"formula": "C4H12Br2N3", "method": "ωB97M-V/def2-TZVPD", "species": ["Br", "Br", "C", "C", "H", "H", "H", "H", "C", "N", "N", "N", "C", "H", "H", "H", "H", "H", "H", "H", "H"], "coordinates": [[2.46168, 1.00355, 0.03950], [0.87877, -1.42200, 2.16152], [3.32118, -0.35413, 1.10564], [2.60781, -0.60464, 2.40865], [3.38669, -1.26705, 0.48296], [4.35322, -0.00202, 1.29632], [3.19807, -1.29540, 3.04103], [2.45031, 0.32748, 2.98466], [-1.39977, 0.29110, -1.62438], [-2.59050, 0.39831, -2.21775], [-1.32614, 0.20954, -0.30063], [-0.28728, 0.26647, -2.36759], [-2.48725, 0.22893, 0.58328], [-3.44289, 0.41742, -1.65244], [-2.65118, 0.46136, -3.23700], [-0.39770, 0.12831, 0.12120], [0.62711, 0.18439, -1.91626], [-0.35087, 0.32968, -3.38664], [-2.13162, 0.14663, 1.62412], [-3.16430, -0.61652, 0.37494], [-3.05535, 1.16859, 0.47888]], "atomic_forces_ev_per_a": [[-0.2, 0.2, -0.2], [-0.2, -0.1, -0.1], [0.8, -0.8, -0.1], [0.5, 0.4, 0.8], [-0.1, 0.6, 0.4], [-0.6, -0.1, -0.1], [-0.3, 0.3, -0.4], [0.1, -0.5, -0.4], [0.1, 0.0, 0.2], [-0.4, 0.0, -0.2], [0.4, 0.0, 0.0], [0.1, 0.0, -0.3], [-0.3, 0.0, 0.3], [0.6, 0.0, -0.6], [-0.1, 0.0, 0.8], [-0.4, 0.0, -0.1], [-0.5, 0.1, -0.4], [0.2, -0.1, 0.8], [-0.2, 0.0, -0.6], [0.3, 0.2, 0.1], [0.3, -0.3, 0.1]], "lowdin_charge": [0.6759, 0.6608, -0.6923, -0.6995, 0.0702, 0.0785, 0.0784, 0.0706, -0.4464, 0.2060, 0.0326, 0.1956, -0.0494, 0.1246, 0.1443, 0.0505, 0.0612, 0.1408, 0.0939, 0.1020, 0.1016], "gap_ev": 10.74, "charge": 1, "e_tot_ha": -5471.72278, "e_above_lowest_kcal_mol": 0.0}

***

No. 2
{"formula": "C4H13NO3", "method": "ωB97M-V/def2-TZVPD", "species": ["C", "N", "C", "C", "C", "O", "H", "H", "H", "H", "H", "H", "H", "H", "H", "H", "H", "O", "H", "H", "O"], "coordinates": [[0.29105, -2.30909, 1.44462], [-0.59571, -1.47964, 0.66626], [-0.40414, -0.05672, 0.87751], [0.93209, 0.46835, 0.28054], [1.32071, 1.80529, 0.85553], [2.33010, 2.43759, 0.94942], [1.32536, -2.30065, 1.01301], [0.12213, -3.38646, 1.46835], [0.60255, -1.89678, 2.41530], [-1.54172, -1.80611, 0.80847], [-0.46908, 0.26280, 1.93181], [-1.21251, 0.47854, 0.35471], [1.63638, -0.37274, 0.27646], [0.74504, 0.66160, -0.78754], [0.33295, 2.16211, 1.22735], [-2.77905, 0.92635, -2.42060], [-1.35998, 0.42169, -2.06161], [-1.94389, 1.20832, -2.03739], [-1.14557, -1.41770, -1.22764], [-0.11209, -1.65774, -2.44254], [-0.99740, -1.36118, -2.18303]], "atomic_forces_ev_per_a": [[3.1, 0.0, -0.3], [-0.1, -0.6, 0.1], [-0.4, 1.1, -0.2], [0.2, -1.4, -1.0], [-1.6, -0.4, 0.6], [0.3, -0.5, -0.3], [-0.7, 0.0, -0.4], [-0.9, 0.3, 0.2], [-1.0, -0.2, 0.4], [-0.2, 0.5, 0.2], [0.1, -0.4, 0.0], [0.1, -0.2, 0.2], [0.4, 0.6, 0.2], [0.1, 0.1, 0.1], [0.3, 1.1, 0.3], [0.1, -0.1, 0.0], [-0.6, 0.2, -0.4], [0.3, 0.1, 0.3], [1.0, -0.5, 0.1], [-0.4, 0.0, 0.7], [-0.2, 0.2, -1.0]], "lowdin_charge": [-0.1355, -0.1523, -0.2475, -0.1328, -0.2734, 0.0772, 0.0751, 0.0839, 0.0843, 0.1181, 0.1163, 0.1091, 0.1064, 0.1192, 0.1204, 0.0326, -0.0182, -0.0873, 0.0059, 0.0672, -0.0687], "gap_ev": 10.30, "e_tot_ha": -440.63343, "e_above_lowest_kcal_mol": 51.3, "smiles": "CNCCC=O.O.O"}

***

No. 3
{"formula": "C2HFN2O2", "method": "ωB97M-V/def2-TZVPD", "species": ["C", "C", "N", "N", "O", "O", "F", "H"], "coordinates": [[1.73329, -1.79780, -0.02630], [0.90730, -0.74070, 0.19347], [1.76995, 0.26078, 0.03350], [1.79288, 1.46951, 0.17078], [2.62379, -2.54965, -0.02968], [-0.42965, -0.81030, 0.09776], [3.23068, 1.84579, -0.03964], [-0.61578, 0.00100, -0.37328]], "atomic_forces_ev_per_a": [[0.8, -2.7, 2.0], [0.3, 1.0, -1.2], [-0.2, -2.5, -2.1], [0.7, 3.9, 2.0], [-0.3, -0.3, -0.5], [1.0, 0.1, 0.1], [-1.3, -0.3, -0.1], [-1.1, 0.8, -0.2]], "mulliken_spin": [0.3904, 0.4778, 0.0942, 0.6296, 0.2853, 0.0868, 0.0271, 0.0087], "gap_ev": [6.12, 7.57], "e_tot_ha": -436.39288, "e_above_lowest_kcal_mol": 52.7, "s2": 2.018, "spin_multiplicity": 3}